# 1
Molecular formula: C3H10OS
Method: DFT, ωB97M-V with the def2-TZVPD basis set

Its relative energy (zero: lowest compared OMol25 entry of this formula, charge and spin) is 29.53 kcal/mol. Its SMILES is CCSC.O.

Element x y z (Å)
C (-0.04807, 1.99214, 1.55681)
C (0.84054, 0.85413, 1.31795)
S (1.47303, 0.62170, -0.38915)
C (0.25973, -0.49784, -1.12217)
H (-0.94734, 1.87859, 0.97656)
H (0.25642, 2.93699, 1.37062)
H (-0.53604, 2.06761, 2.53207)
H (0.44442, -0.14140, 1.65587)
H (1.76178, 1.06706, 1.86575)
H (0.03747, -1.16978, -0.25626)
H (-0.39925, -0.00968, -1.74496)
H (0.88393, -1.23947, -1.92238)
O (-1.04313, -2.98557, -1.93617)
H (-1.58208, -2.78356, -1.19049)
H (-1.40141, -2.59091, -2.71404)

Forces on atoms 1 to 3 (eV/Å):
C -3.70 -1.66 0.71
C 1.56 -1.31 0.13
S 0.16 0.47 0.10

# 2
Molecular formula: C3H6NO4
Method: DFT, ωB97M-V with the def2-TZVPD basis set

As for the charge: -1. Its relative energy (zero: lowest compared OMol25 entry of this formula, charge and spin) is 123.09 kcal/mol.

Element x y z (Å)
C (2.91650, -0.12272, 0.26709)
C (-1.06286, -0.24292, 0.92420)
C (-0.10401, -1.40059, -0.94332)
N (-1.02910, -0.76204, -0.43511)
O (3.49650, -0.35930, -0.81236)
O (2.86291, -0.61342, 1.40194)
O (1.97285, 1.49380, -1.06310)
O (1.96597, 0.99551, 0.20481)
H (-0.57201, -0.83671, 1.69072)
H (-0.64333, 0.81591, 1.04353)
H (-2.08464, -0.15751, 1.14440)
H (0.86407, -1.62089, -0.64812)
H (-0.30271, -1.70762, -1.94220)
H (2.53398, 0.73226, -1.55197)

Forces on atoms 1 to 3 (eV/Å):
C -1.27 0.44 1.35
C 1.63 1.39 -0.16
C -0.37 -0.01 -1.45

# 3
Molecular formula: C11H15N5O7Pt
Method: DFT, ωB97M-V with the def2-TZVPD basis set

Its relative energy (zero: lowest compared OMol25 entry of this formula, charge and spin) is 0.00 kcal/mol.

Element x y z (Å)
Pt (-0.31866, 1.12898, -0.35780)
N (-0.82238, 2.91300, -1.23529)
C (0.41804, 3.54297, -1.74726)
C (1.58488, 3.16699, -0.83722)
N (1.64098, 1.69329, -0.65347)
C (2.45355, 0.96388, -1.67566)
C (1.84390, 0.65276, -3.04304)
N (0.60060, -0.08305, -2.97150)
H (-1.56095, 2.87348, -1.93069)
H (-1.18781, 3.43298, -0.44119)
H (0.32479, 4.62922, -1.80420)
H (0.58257, 3.17177, -2.75531)
H (1.44534, 3.61167, 0.14804)
H (2.52219, 3.54593, -1.25395)
H (2.07728, 1.47186, 0.23830)
H (2.74015, 0.02608, -1.19700)
H (3.36746, 1.54186, -1.84438)
H (2.63810, 0.12415, -3.58596)
H (1.66844, 1.57639, -3.59689)
H (0.73430, -1.04747, -2.69467)
H (0.08154, -0.07788, -3.83771)
O (-3.97536, -0.50707, 0.37800)
C (-2.78416, -0.28059, 0.43875)
O (-2.25861, 0.74478, -0.17890)
C (-1.90752, -1.21418, 1.25927)
C (-2.60786, -2.16215, 2.00090)
C (-1.95913, -3.08473, 2.79200)
C (-0.57325, -3.12000, 2.88233)
C (0.10539, -2.18929, 2.15339)
C (-0.49664, -1.21546, 1.32624)
O (0.33048, -0.41694, 0.71009)
N (1.57735, -2.16556, 2.19647)
O (2.10127, -1.41100, 2.98872)
O (2.16984, -2.89128, 1.42448)
N (-2.73574, -4.05932, 3.55725)
O (-2.11848, -4.85262, 4.24623)
O (-3.94598, -4.02455, 3.46601)
H (-3.68583, -2.15964, 1.93575)
H (-0.07009, -3.84927, 3.49989)

Forces on atoms 1 to 3 (eV/Å):
Pt -0.29 -0.22 0.26
N 0.17 0.12 0.19
C 0.03 0.04 0.01

# 4
Molecular formula: C18H19BBrClCsF3I2KMgN2O12RbV
Method: DFT, ωB97M-V with the def2-TZVPD basis set

As for the charge: -1.

Element x y z (Å)
C (1.00674, -3.46543, -0.26257)
C (-0.36060, -2.86910, 0.08118)
O (-0.89872, -3.25357, 1.14250)
O (-0.89059, -2.03566, -0.75054)
C (-0.01563, -0.94543, -1.18600)
C (-0.75872, 0.26962, -1.77348)
C (0.32137, 0.93031, -2.66170)
C (1.70527, 1.04398, -2.07384)
O (2.69518, 0.88045, -2.74452)
F (1.84660, 1.29934, -0.76646)
C (-1.86778, -0.18298, -2.85607)
O (-2.71863, -1.07587, -2.61049)
O (-1.85433, 0.49455, -3.92701)
N (-1.40600, 1.17941, -0.82428)
B (-0.95437, 2.58930, -0.64401)
O (-1.18873, 3.46732, -1.71855)
N (-0.33826, 3.14588, 0.49923)
C (0.03578, 2.17508, 1.54563)
C (0.74250, 4.08063, 0.15731)
C (-2.56413, 0.74032, -0.17453)
I (-2.57206, -0.31683, 1.67068)
C (-3.76892, 0.92385, -0.70699)
C (-5.06903, 0.44018, -0.15729)
I (-3.87725, 1.93359, -2.53823)
H (1.45119, -3.83136, 0.69831)
H (0.85958, -4.34765, -0.91957)
H (1.70372, -2.75679, -0.68597)
H (0.58718, -1.34974, -1.99276)
H (0.59361, -0.66129, -0.33625)
H (0.45081, 0.23144, -3.47320)
H (-0.03280, 1.84055, -3.12514)
H (-1.55314, 4.27220, -1.33886)
H (0.29685, 1.19172, 1.15855)
H (0.88319, 2.52013, 2.12601)
H (-0.80195, 2.11792, 2.25740)
H (1.08605, 3.99330, -0.87009)
H (0.46058, 5.11964, 0.32328)
H (1.61687, 3.90957, 0.77245)
H (-5.27432, 0.87820, 0.81113)
H (-5.89361, 0.64014, -0.83556)
H (-5.01421, -0.64241, -0.02955)
Rb (1.72560, -5.36144, 1.43689)
K (-3.30114, -1.15931, 4.34359)
Cl (-5.26329, 3.70466, -0.78149)
O (-8.54311, -4.29939, 4.45920)
V (-7.23551, -3.77916, 3.48922)
O (-5.79336, -3.11898, 2.78485)
F (-3.10710, -2.48819, -0.11875)
Mg (-4.73088, -0.59966, -3.55947)
Br (-2.71064, -4.40759, 1.13470)
F (-2.29154, 2.33000, 3.39700)
Cs (-4.53256, 3.40589, -4.40258)
C (5.50851, -0.46261, 0.36258)
C (5.28655, 0.25032, 1.57768)
C (6.32335, -0.02149, 2.67239)
O (6.31050, 0.56330, 3.74250)
C (7.33088, -1.02182, 2.40633)
C (7.53870, -1.74364, 1.19772)
C (6.57073, -1.39230, 0.06686)
O (6.66435, -1.87862, -1.05043)
O (8.40137, -2.59126, 1.00451)
O (4.36994, 1.02664, 1.79481)
H (4.82115, -0.31439, -0.46553)
H (7.98818, -1.21548, 3.24721)

Forces on atoms 1 to 3 (eV/Å):
C 0.04 0.27 1.02
C 0.36 -0.30 1.31
O 2.74 1.43 -1.68

# 5
Molecular formula: C5H10N2O5S2
Method: DFT, ωB97M-V with the def2-TZVPD basis set

Element x y z (Å)
C (-2.37710, 0.45928, 1.01206)
C (2.17863, -0.53831, -2.39071)
C (0.67346, -0.80047, -2.26414)
C (2.17295, -0.08017, -0.92068)
C (0.61620, -0.24048, -0.85951)
N (-1.50381, 2.22313, 3.19388)
N (0.06432, -1.22838, 0.08885)
O (-3.48877, 0.90703, 0.91441)
O (-0.27709, 2.03678, 1.02013)
O (-0.32781, 0.07960, 2.59725)
O (-2.02308, -2.44125, 1.09602)
O (-2.07608, -1.58036, -1.19174)
S (-0.96388, 1.18980, 1.97475)
S (-1.55507, -1.46512, 0.13522)
H (2.60972, -1.53256, -2.74344)
H (2.52752, 0.30921, -3.11190)
H (0.05705, -0.41900, -3.00077)
H (0.38876, -1.85565, -2.12626)
H (2.54918, -0.80243, -0.12308)
H (2.65012, 0.95432, -0.72519)
H (0.16993, 0.64446, -0.68812)
H (-1.33406, 3.21503, 2.96836)
H (-1.24103, 1.98165, 4.16565)
H (0.50994, -1.01610, 0.97897)

Forces on atoms 1 to 3 (eV/Å):
C -2.00 -0.44 -0.94
C 0.60 -0.48 -1.77
C 0.14 -1.01 0.64

# 6
Molecular formula: C5H8O
Method: DFT, ωB97M-V with the def2-TZVPD basis set

Its relative energy (zero: lowest compared OMol25 entry of this formula, charge and spin) is 110.40 kcal/mol.

Element x y z (Å)
O (-1.76606, -1.40035, -0.56354)
C (-1.69194, -0.38213, 0.08405)
C (-0.63499, 0.68899, -0.10801)
C (0.17870, 0.61183, -1.39728)
C (1.31440, -0.53700, 0.02369)
C (0.50393, 0.41593, 0.89384)
H (-2.40556, -0.19413, 0.91605)
H (-1.10547, 1.67104, 0.03874)
H (-0.20212, -0.23406, -1.99391)
H (1.38666, 0.09647, -1.00597)
H (0.85168, -1.51324, -0.11704)
H (2.38123, -0.63320, 0.24969)
H (0.19652, 0.01120, 1.86454)
H (1.06569, 1.33930, 1.06257)

Forces on atoms 1 to 3 (eV/Å):
O -0.02 0.44 0.30
C 0.01 -0.31 -0.20
C 0.01 0.06 -0.06

For reference, HOMO level by record: -8.4; -4.5; -8.3; -3.5; -9.6; -8.5 eV.
For reference, Kohn-Sham gap by record: 9.14; 8.57; 7.96; 1.19; 9.17; 8.91 eV.